1.
This record from OMol25 describes a molecular structure, C49H43BrN5O6SSiTi in a non-equilibrium geometry. The level of theory is wB97M-V/def2-TZVPD.

Geometry as XYZ:
```
107
Properties=species:S:1:pos:R:3:lowdin_spin:R:1
Br 3.540 3.112 -5.238 0.0031
Ti 0.294 -1.305 -0.246 0.1712
S 3.499 -0.552 1.334 0.0054
Si -1.314 1.005 -2.145 0.0007
O -0.340 -1.859 2.931 -0.0003
O -2.097 -2.919 -2.808 -0.0002
O -0.608 -0.032 -1.148 0.0001
O 0.641 -0.254 1.115 0.0194
O -0.292 -2.544 -1.552 0.0066
O -2.228 -1.349 4.028 0.0001
N -1.679 -1.989 0.552 -0.0005
N 1.705 0.525 3.003 0.0039
N 3.534 -0.398 3.972 -0.0002
N 2.046 -1.189 -1.255 0.1238
N 1.231 -3.091 0.460 0.0999
C -3.227 0.947 -2.008 0.0002
C 4.182 -2.702 4.449 0.0000
C 1.381 -5.315 1.327 0.0856
C 2.424 -0.215 -2.160 0.0038
C -3.774 -2.186 -0.592 0.0002
C -5.290 1.751 -1.023 0.0000
C 2.869 -0.150 2.829 0.0007
C -0.024 0.239 -6.593 0.0000
C -2.850 2.403 3.544 -0.0002
C 3.380 0.450 -4.279 -0.0019
C -1.263 1.500 -4.978 0.0000
C -0.115 2.956 -0.408 0.0002
C -2.842 1.741 2.327 0.0000
C 2.352 -3.329 -0.282 0.0694
C -0.029 -0.415 -4.283 0.0002
C 3.036 -0.537 -3.381 0.0137
C 0.694 0.446 2.196 0.0021
C 3.071 0.162 5.226 0.0001
C -6.021 0.855 -1.784 0.0000
C 2.504 2.121 -2.776 -0.0019
C -0.009 5.325 -0.762 0.0001
C -3.753 -1.652 1.730 0.0002
C -0.859 1.302 -6.286 0.0000
C -4.469 -1.855 0.570 0.0002
C 0.772 -4.078 1.219 0.0143
C 3.384 1.656 5.286 0.0000
C -0.524 1.175 2.641 0.0009
C -1.692 2.464 4.305 0.0001
C -3.911 1.798 -1.143 0.0000
C 4.647 -1.315 4.006 0.0003
C -2.388 -2.227 -0.549 0.0003
C 0.276 4.214 0.014 0.0000
C -0.683 5.158 -1.960 0.0000
C -0.781 2.761 -1.615 0.0002
C -1.055 3.892 -2.378 0.0001
C -5.365 0.026 -2.679 0.0000
C 2.177 1.132 -1.873 0.0125
C -3.984 0.076 -2.787 0.0001
C 0.372 -0.633 -5.591 0.0001
C -2.357 -1.742 1.697 0.0001
C -1.539 -1.644 2.909 0.0001
C -1.549 -2.593 -1.774 0.0012
C -0.538 1.847 3.862 0.0001
C 2.761 -2.294 -1.152 0.2388
C -0.834 0.669 -3.948 0.0001
C -1.683 1.142 1.866 -0.0001
C 3.110 1.773 -3.974 0.0132
C 2.557 -5.554 0.606 0.0367
C 3.049 -4.556 -0.195 0.0546
H -3.483 -0.567 -3.495 0.0000
H -5.799 2.417 -0.339 0.0000
H -5.545 -1.778 0.569 0.0000
H -1.617 -1.340 4.782 0.0000
H -3.755 2.873 3.897 0.0000
H -3.738 1.690 1.727 0.0000
H 3.704 -2.398 -1.690 0.0117
H -0.124 -3.864 1.789 -0.0004
H -1.940 2.312 -4.757 0.0000
H 0.363 1.873 4.453 0.0000
H -4.270 -2.410 -1.520 0.0000
H -1.668 0.660 0.895 0.0000
H 3.580 -0.357 6.040 0.0000
H -0.926 6.018 -2.570 0.0000
H 1.729 1.385 -0.924 0.0012
H 3.180 -1.574 -3.643 0.0019
H 0.093 2.100 0.217 0.0000
H -1.198 1.975 -7.064 0.0000
H 3.405 -3.057 3.774 0.0001
H 2.285 3.157 -2.561 -0.0004
H 2.883 2.160 4.463 0.0000
H -1.579 3.787 -3.314 0.0000
H 3.838 0.195 -5.221 -0.0003
H 5.064 -1.370 2.999 0.0001
H 0.958 -6.085 1.951 0.0051
H -4.243 -1.438 2.666 0.0000
H 0.297 0.080 -7.613 0.0000
H -5.931 -0.666 -3.288 0.0000
H 3.949 -4.692 -0.777 0.0009
H 1.994 0.003 5.322 0.0000
H 3.062 -6.505 0.678 0.0003
H -7.098 0.815 -1.703 0.0000
H 0.269 -1.103 -3.502 0.0001
H 5.409 -0.928 4.687 0.0000
H 0.794 4.322 0.957 0.0000
H 3.044 2.080 6.228 0.0000
H 0.992 -1.489 -5.827 0.0001
H -3.352 2.526 -0.573 0.0000
H 3.777 -2.674 5.459 0.0000
H -1.688 2.991 5.248 0.0000
H 5.012 -3.402 4.430 0.0000
H 0.295 6.307 -0.432 0.0000
H 4.454 1.822 5.190 0.0000
```

multiplicity	2
HOMO energy (alpha / beta)	-6.04 / -7.39	eV
max |F|	2.6	eV/Å
energy relative to the best compared isomer or geometry (same formula, charge and spin)	136.0	kJ/mol
orbital gap (alpha / beta)	5.0448 / 6.4004	eV
<S²>	0.76
calculated total energy	-6729.71451	hartree

2.
This record from OMol25 describes a molecular structure, C45H40F3I2N4NaOP2SSe3. The level of theory is wB97M-V/def2-TZVPD.

Geometry as XYZ:
```
102
Properties=species:S:1:pos:R:3:mulliken_charge:R:1
I -1.565 -6.011 -4.533 -0.0377
I -1.170 -0.464 -6.685 -0.0480
Se 4.371 1.219 -2.305 -0.2242
Se -3.115 1.264 -1.944 0.2521
Se -0.153 3.337 -3.070 0.0876
S -1.709 3.531 0.432 -0.4614
P -1.524 -0.193 1.653 0.8292
P 1.266 -0.213 0.927 0.4840
Na -0.131 0.781 -1.615 0.8600
F -1.369 6.689 0.042 -0.2243
F -1.114 6.203 2.134 -0.2370
F 0.244 7.559 1.165 -0.3479
O -0.240 0.003 -3.686 -0.2208
N 0.257 -1.719 -1.594 1.6322
N 6.451 -0.657 -3.389 -0.7414
N 0.103 0.002 2.220 0.5594
N 0.835 2.991 0.048 0.4887
C 4.000 -0.140 1.235 -0.4403
C -0.120 -2.423 -0.371 0.5052
C -0.867 -1.795 -5.107 0.0371
C 1.821 5.512 0.518 -0.2330
C 2.830 -0.682 3.265 -0.1059
C 2.582 -2.813 -1.763 -1.9879
C -1.840 2.957 -3.973 -0.1381
C -2.518 -4.503 3.062 -0.5426
C -3.098 -2.485 1.891 -0.6263
C -0.044 3.968 0.361 0.0446
C -2.533 0.683 2.896 0.4827
C 1.697 -1.737 -1.220 1.1919
C -0.541 -3.554 -2.969 2.0433
C 2.890 -3.780 0.464 -0.7823
C -1.320 -3.923 3.450 -0.6823
C -1.013 -4.014 -4.207 -0.5758
C 5.211 -0.288 1.899 -0.6797
C 5.233 -0.622 3.243 -0.6694
C -3.549 1.501 2.413 -0.3271
C -4.266 1.955 4.661 -0.4723
C -1.901 -1.890 2.283 0.1384
C -0.431 -4.410 -1.780 -0.8938
C -4.418 2.131 3.297 -0.7071
C 2.692 4.487 0.192 -1.3312
C 2.801 -0.346 1.912 0.8997
C 3.167 -3.710 -0.970 -0.7272
C 0.990 2.807 -4.550 -0.6613
C 5.641 0.063 -2.973 0.2127
C -3.734 0.121 -3.402 -0.6933
C -2.997 2.908 -2.989 -1.2069
C 0.380 1.307 2.882 -1.7073
C -3.250 1.140 5.151 -0.7827
C 2.133 3.235 -0.030 0.0625
C 4.039 -0.814 3.928 -0.7379
C -0.251 -3.904 -0.564 -2.2263
C 0.462 5.271 0.611 -0.0351
C -0.416 -1.237 -3.878 -0.9746
C -1.014 -2.625 3.064 -0.0679
C 1.988 -2.989 1.047 -1.2698
C 1.231 -1.971 0.264 1.9419
C -3.409 -3.777 2.281 -0.5554
C -2.395 0.500 4.271 -0.1193
C -0.217 -2.208 -2.842 -1.3368
C -1.157 -3.135 -5.268 -0.4101
C -0.450 6.399 0.978 0.3607
H 3.434 -4.504 1.059 0.3821
H -4.341 -4.226 1.960 0.4026
H -1.615 -0.151 4.650 0.3186
H -3.949 2.992 -3.516 0.4915
H 0.826 3.462 -5.404 0.3153
H -5.198 2.776 2.911 0.4371
H 6.179 -0.726 3.763 0.3428
H 1.793 -3.072 2.110 0.3341
H -0.384 2.051 2.647 0.3370
H 0.769 1.771 -4.792 0.0173
H -0.539 -5.478 -1.916 0.1433
H 3.757 4.641 0.097 0.4775
H -2.910 -0.450 -3.821 -0.0814
H -4.168 0.746 -4.182 0.3045
H -0.213 -4.545 0.310 0.5497
H 0.451 1.175 3.964 0.2141
H 4.052 -1.070 4.982 0.4228
H 1.324 1.722 2.527 0.6190
H 3.878 -4.413 -1.387 0.4110
H -1.519 -3.492 -6.223 0.3014
H -1.715 2.006 -4.495 -0.1624
H -2.937 3.709 -2.252 0.3848
H 2.022 2.888 -4.213 0.2293
H 2.191 -0.778 -1.436 -0.5498
H -0.073 -2.170 3.350 0.2601
H -2.754 -5.520 3.354 0.3452
H -0.613 -4.487 4.049 0.3974
H 2.765 2.386 -0.288 0.1340
H 2.828 -2.761 -2.817 0.6202
H -1.039 -2.040 0.068 0.3099
H -3.130 1.003 6.219 0.4059
H 2.198 6.510 0.702 0.4316
H -2.020 3.747 -4.706 0.5395
H -4.497 -0.554 -3.020 0.3987
H 4.008 0.140 0.183 -0.1662
H -3.789 -1.936 1.258 0.4182
H 6.131 -0.128 1.350 0.5211
H -3.638 1.664 1.346 0.3928
H 1.897 -0.837 3.794 0.1306
H -4.935 2.457 5.351 0.3540
```

HOMO energy	-2.57	eV
net charge	-2
max |F|	0.5	eV/Å
energy relative to the best compared isomer or geometry (same formula, charge and spin)	233.6	kJ/mol
orbital gap	5.8189	eV
calculated total energy	-11375.67496	hartree

3.
This record from OMol25 describes a gas-phase ion, C3H5N2O2 (charge +1) in a non-equilibrium geometry. The level of theory is wB97M-V/def2-TZVPD.

Geometry as XYZ:
```
12
Properties=species:S:1:pos:R:3:nbo_charge:R:1
O -0.746 -0.936 2.520 -0.3830
O -0.322 0.445 2.038 -0.0932
N -0.026 0.323 0.744 -0.0222
N -0.229 0.062 -1.373 -0.4469
C 1.111 -0.241 -1.115 -0.0448
C -0.895 0.390 -0.280 0.2628
C 1.233 -0.079 0.220 -0.0445
H -1.901 0.788 -0.348 0.2729
H -0.568 -0.097 -2.315 0.4642
H 2.154 -0.331 0.778 0.2843
H 1.814 -0.568 -1.777 0.2608
H -1.477 -0.513 3.031 0.4897
```

HOMO energy	-15.24	eV
net charge	+1
max |F|	4.4	eV/Å
energy relative to the best compared isomer or geometry (same formula, charge and spin)	382.6	kJ/mol
orbital gap	10.6572	eV
calculated total energy	-376.89043	hartree

4.
This record from OMol25 describes 2 unconnected molecules or ions with the total composition C4H10NO. The level of theory is wB97M-V/def2-TZVPD.

Geometry as XYZ:
```
16
Properties=species:S:1:pos:R:3:nbo_charge:R:1
O 1.779 -0.518 0.137 -0.7444
N 0.938 1.386 -1.617 -0.5759
C -1.613 -0.791 1.765 -0.6311
C -0.401 -0.258 1.059 -0.2586
C 0.652 -1.002 0.798 0.0985
C -0.100 1.173 -2.314 0.1480
H 2.530 -1.052 0.419 0.5202
H -0.384 0.805 0.835 0.1910
H 1.521 2.186 -1.842 0.4385
H -0.777 0.375 -2.026 0.2349
H -0.305 1.786 -3.184 0.2295
H -1.377 -1.749 2.215 0.2262
H -1.930 -0.090 2.530 0.2336
H 1.214 0.707 -0.877 0.4729
H -2.441 -0.901 1.072 0.2231
H 0.694 -2.056 1.031 0.1935
```

HOMO energy	-12.98	eV
net charge	+1
max |F|	0.5	eV/Å
energy relative to the best compared isomer or geometry (same formula, charge and spin)	151.0	kJ/mol
orbital gap	7.8331	eV
calculated total energy	-288.10556	hartree

> What is the formula in the third record?

C3H5N2O2

> What is the calculated total energy in the fourth record?

-288.10556 hartree

> The lowest energy relative to the best compared isomer or geometry (same formula, charge and spin) belongs to which entry?

C49H43BrN5O6SSiTi